P | DFT (ωB97M-V/def2-TZVPD) results for C20H18N4O4S in the gas phase.

Geometry as XYZ:
```
47
C20H18N4O4S ωB97M-V/def2-TZVPD
C -0.59496 -2.66820 1.01874
O 0.46501 -3.05952 0.18041
C 1.55124 -2.25797 0.07414
C 2.52736 -2.68860 -0.82815
C 3.70297 -1.97246 -0.96701
C 3.91689 -0.82710 -0.22783
C 2.93812 -0.37875 0.65997
O 3.29799 0.72517 1.37599
C 2.36485 1.48120 2.12128
C 1.72340 2.52853 1.27801
N 2.21860 3.69962 0.99717
N 1.39306 4.33974 0.15735
C 0.39980 3.53958 -0.10266
N 0.54718 2.35655 0.58945
N -0.40496 1.42287 0.77083
C -1.27668 1.25895 -0.15646
C -2.44229 0.43910 0.16232
C -3.21137 -0.17969 -0.82304
C -4.30356 -0.94900 -0.46961
C -4.65027 -1.10707 0.86223
C -3.89212 -0.49642 1.84889
C -2.79727 0.26968 1.50403
C -1.15499 1.95357 -1.49136
C 0.04665 1.49264 -2.32712
C 0.35106 0.01760 -2.15507
O -0.39315 -0.78478 -1.65888
O 1.55737 -0.28150 -2.61703
S -0.98673 3.75768 -1.11695
C 1.74688 -1.08371 0.79880
H -1.34857 -3.44766 0.92180
H -1.02069 -1.71490 0.69708
H -0.27640 -2.60173 2.06447
H 2.35108 -3.60041 -1.37656
H 4.46081 -2.31435 -1.65541
H 4.83116 -0.26367 -0.30868
H 2.95866 1.98365 2.88915
H 1.59925 0.85643 2.59195
H -2.93433 -0.09962 -1.86171
H -4.88726 -1.43061 -1.23955
H -5.50805 -1.70512 1.13082
H -4.15861 -0.61529 2.88830
H -2.20464 0.75598 2.26320
H -2.08428 1.87146 -2.05171
H -0.13905 1.68649 -3.38563
H 0.95554 2.04004 -2.06368
H 1.79124 -1.21205 -2.42672
H 0.97402 -0.73634 1.46445
```

As for the HOMO-LUMO gap: 8.05 eV. The SMILES is COc1cccc(OCc2nnc3n2N=C(c2ccccc2)[C@H](CC(=O)O)S3)c1. The calculation puts the HOMO energy at -8.357 eV.

---

Q | DFT (ωB97M-V/def2-TZVPD) results for a molecular structure, C20H18N4O4S.

Geometry as XYZ:
```
47
C20H18N4O4S ωB97M-V/def2-TZVPD
C -4.96044 -4.86472 -0.96528
C -4.49101 -3.39724 -1.02733
H -5.39419 -2.69267 -1.04565
H -4.01774 -3.16564 -1.94594
C -3.78475 -3.22577 0.06578
C -3.49766 -1.70367 0.29251
N -3.95979 -0.90251 1.25714
N -3.42944 0.48482 0.75632
C -2.63025 0.63674 -0.28926
N -1.98698 1.66935 -0.57364
C -2.33812 3.00440 0.21560
C -3.20123 2.86720 1.18563
C -3.73369 1.38761 1.60462
O -4.48787 1.50734 2.68308
H -3.29234 3.63830 1.74891
C -1.66219 4.04447 -0.11689
O -0.54007 3.71368 -1.13443
C 0.43613 3.01353 -0.77661
C 0.83414 2.66223 0.34465
C 1.79949 1.79213 0.74860
C 2.65264 1.43390 -0.49842
C 2.33234 2.06032 -1.51978
C 1.34739 2.88016 -1.84131
H 1.08755 3.22161 -2.70175
H 3.12044 1.90897 -2.73335
N 3.90728 0.64737 -0.25316
C 4.25605 -0.22537 0.86664
O 3.72650 0.12115 1.91793
C 5.40991 -0.83265 0.75025
C 6.24254 -1.61086 1.58287
C 7.32443 -1.95336 0.73455
C 7.15889 -1.58203 -0.59966
O 6.12608 -0.75053 -0.55581
H 7.77385 -1.79183 -1.37383
H 8.05764 -2.77150 1.15020
H 6.00372 -1.55076 2.57422
H 4.41933 0.51837 -1.24420
H 2.01346 1.36698 1.88075
H 0.05947 2.81655 1.25666
H -1.33500 4.74417 0.73602
H -2.24028 4.64135 -0.58935
S -2.50260 -0.84444 -0.74794
H -2.99838 -3.69601 0.24488
H -4.42730 -3.40723 1.15039
H -5.71145 -5.02823 -2.00323
H -5.43312 -5.19490 -0.18054
H -4.03338 -5.59076 -1.03085
```

As for the HOMO-LUMO gap: 7.24 eV. The calculation puts the HOMO energy at -7.492 eV.

---

Name the least stable of them. Q.

---

P | DFT (ωB97M-V/def2-TZVPD) results for a gas-phase ion, C9H12NOS (charge +1).

Geometry as XYZ:
```
24
C9H12NOS ωB97M-V/def2-TZVPD
O -1.77952 -0.99515 0.83468
S -0.46374 -0.67196 0.31300
C -0.45302 1.04609 -0.27086
C 0.62297 1.58149 -1.01420
C 0.62757 2.96436 -1.27285
C -0.35633 3.76865 -0.76636
C -1.40869 3.27442 -0.14105
C -1.40940 1.89999 0.22537
N -0.05642 -1.84616 -1.04969
C 0.63743 -2.96464 -0.40397
C 0.54368 -2.99262 1.06916
C 0.87883 -1.53819 1.45375
H 1.47360 1.03256 -1.38650
H 1.50332 3.40437 -1.69462
H -0.25282 4.88145 -0.85166
H -2.09629 3.96935 0.40940
H -2.29432 1.53307 0.78601
H -0.92091 -2.11890 -1.36996
H 1.70633 -2.96850 -0.74037
H 0.20678 -3.91299 -0.75944
H -0.53549 -3.10738 1.30322
H 1.10756 -3.61046 1.71702
H 0.72390 -1.26166 2.44826
H 1.99498 -1.36716 1.16165
```

As for the HOMO-LUMO gap: 9.40 eV. The SMILES is O=[S@]1(c2ccccc2)=[NH+]CCC1. As for the net charge: +1. The calculation puts the HOMO energy at -13.551 eV.

---

Q | DFT (ωB97M-V/def2-TZVPD) results for a gas-phase ion, C9H12NOS (charge +1).

Geometry as XYZ:
```
24
C9H12NOS ωB97M-V/def2-TZVPD
C -0.09065 1.35122 -4.64440
N -0.19123 0.99777 -3.44370
C -1.38507 0.74389 -2.71867
S 1.58259 0.62602 -2.39665
O 1.34427 1.32149 -1.00772
C 1.09225 0.61185 0.16706
C 1.82671 -0.52656 0.46272
C 1.64751 -1.14336 1.68445
C 0.73111 -0.64880 2.60914
C 0.57219 -1.29213 3.94379
C -0.00877 0.48455 2.27520
C 0.16326 1.12367 1.06279
H 0.88556 1.51045 -5.08083
H -0.96656 1.50637 -5.26592
H -2.26514 0.80213 -3.36488
H -1.48833 1.47566 -1.91306
H -1.32861 -0.25062 -2.27002
H 2.55286 -0.89707 -0.24593
H 2.23590 -2.01477 1.92724
H 0.87359 -2.33591 3.91640
H 1.20308 -0.77793 4.66997
H -0.45618 -1.22224 4.29276
H -0.72945 0.87525 2.97895
H -0.39648 2.01058 0.81017
```

As for the HOMO-LUMO gap: 7.23 eV. The SMILES is C=[N+](C)SOc1ccc(C)cc1. As for the net charge: +1. The calculation puts the HOMO energy at -12.216 eV.

---

Name the least stable of them. P.

---

P | DFT (ωB97M-V/def2-TZVPD) results for C21H29N5O2 in the gas phase.

Geometry as XYZ:
```
57
C21H29N5O2 ωB97M-V/def2-TZVPD
C 1.60850 2.37184 2.97385
C 2.93306 1.82598 2.45863
C 2.68791 0.76162 1.38750
N 3.92618 0.24083 0.86446
C 4.81694 -0.54349 1.52801
N 5.84527 -0.81383 0.78099
N 5.65608 -0.21018 -0.40028
C 4.51831 0.42961 -0.35397
C 3.91421 1.14419 -1.51489
N 2.94680 0.27465 -2.16421
C 1.62468 0.37995 -1.91832
O 1.14087 1.37044 -1.40608
C 0.78489 -0.82797 -2.34433
C 1.34859 -2.15195 -1.78841
C 0.48594 -2.69299 -0.64212
C 0.02900 -1.57146 0.27046
O 0.24530 -1.55111 1.46898
N -0.64715 -0.60621 -0.38535
C -1.17627 0.52399 0.35020
C -2.65333 0.35343 0.70925
C -3.58207 0.37233 -0.50978
C -5.01629 0.29404 -0.07000
C -5.63237 -0.93712 0.11294
C -6.94140 -1.01361 0.55364
C -7.65257 0.14378 0.81991
C -7.04690 1.37604 0.64383
C -5.73749 1.44893 0.20346
C -0.64911 -0.61709 -1.82879
H 1.01097 1.57013 3.40156
H 1.04455 2.82633 2.16244
H 1.77938 3.12306 3.74053
H 3.50119 1.39196 3.28418
H 3.52937 2.63688 2.03246
H 2.11200 1.19717 0.56917
H 2.11061 -0.06763 1.80993
H 4.66975 -0.89496 2.52788
H 4.70892 1.39779 -2.21824
H 3.38469 2.04748 -1.20424
H 3.32043 -0.56325 -2.58209
H 0.77251 -0.85060 -3.43859
H 2.36105 -2.00876 -1.40642
H 1.40073 -2.90218 -2.57950
H 1.04656 -3.41913 -0.05383
H -0.40233 -3.18933 -1.03969
H -1.01749 1.43103 -0.23554
H -0.59808 0.59442 1.27516
H -2.78005 -0.58661 1.24944
H -2.93614 1.16491 1.38263
H -3.41652 1.29403 -1.07226
H -3.35245 -0.47509 -1.15732
H -5.08142 -1.84396 -0.09427
H -7.40829 -1.97845 0.68893
H -8.67509 0.08557 1.16258
H -7.59659 2.28299 0.84984
H -5.26912 2.41353 0.06647
H -1.29481 -1.41312 -2.21903
H -1.02633 0.34352 -2.18007
```

As for the HOMO-LUMO gap: 9.56 eV. The SMILES is CCCn1cnnc1CNC(=O)[C@H]1CCC(=O)N(CCCc2ccccc2)C1. The calculation puts the HOMO energy at -9.084 eV.

---

Q | DFT (ωB97M-V/def2-TZVPD) results for C21H29N5O2 in the gas phase.

Geometry as XYZ:
```
57
C21H29N5O2 ωB97M-V/def2-TZVPD
C -7.57202 5.23367 -0.20495
C -6.74075 4.01368 0.03399
C -5.59239 3.88120 0.84127
N -5.11113 2.64716 0.82296
N -5.93478 1.96798 0.01825
C -5.64929 0.58327 -0.28793
C -4.47653 0.43729 -1.24773
C -4.10876 -1.02641 -1.45406
N -2.99339 -1.23088 -2.38183
C -1.77751 -0.60512 -2.10001
O -1.28065 0.18819 -2.86858
C -1.15764 -0.94774 -0.76123
C 0.26763 -0.43977 -0.63216
C 1.27433 -1.14443 -1.57425
C 2.35740 -1.69009 -0.64162
N 2.27618 -0.81862 0.52585
C 3.00592 -1.30670 1.67484
C 4.49957 -1.29494 1.45847
C 5.11315 -0.21240 0.83199
C 6.48362 -0.19035 0.64971
C 7.27207 -1.24304 1.10513
C 8.75092 -1.15715 0.87735
N 9.53106 -1.93822 1.68352
O 9.22933 -0.44780 0.01473
C 6.66352 -2.32927 1.72189
C 5.28633 -2.35429 1.89023
C 0.84982 -0.67720 0.76313
C -6.91937 2.75057 -0.47951
H -8.41497 5.00802 -0.85755
H -7.97285 5.63230 0.72796
H -6.98990 6.02585 -0.67791
H -5.10328 4.63588 1.43761
H -5.43456 0.07422 0.65330
H -6.55562 0.14341 -0.70722
H -4.72376 0.90059 -2.20705
H -3.62491 0.98720 -0.84012
H -3.85887 -1.48760 -0.49557
H -4.96120 -1.58461 -1.84620
H -3.26205 -0.94335 -3.31759
H -1.78743 -0.50803 0.02127
H -1.20377 -2.03158 -0.61947
H 0.27152 0.62837 -0.84656
H 0.80352 -1.94132 -2.15205
H 1.68862 -0.43342 -2.28582
H 2.13287 -2.73360 -0.35441
H 3.35746 -1.67367 -1.07440
H 2.76404 -0.66275 2.52609
H 2.68686 -2.32892 1.94765
H 4.49729 0.60361 0.47588
H 6.96899 0.63788 0.15101
H 9.17401 -2.28690 2.55432
H 10.52445 -1.79815 1.60774
H 7.25063 -3.18240 2.03875
H 4.81699 -3.21513 2.35204
H 0.64702 0.13687 1.46158
H 0.42982 -1.60667 1.19502
H -7.66750 2.35531 -1.14772
```

As for the HOMO-LUMO gap: 9.50 eV. The SMILES is Cc1cnn(CCCNC(=O)C[C@@H]2CCN(Cc3ccc(C(N)=O)cc3)C2)c1. The calculation puts the HOMO energy at -8.794 eV.

---

Name the least stable of them. Q.

---

P | DFT (ωB97M-V/def2-TZVPD) results for 2 unconnected molecules or ions with the total composition C5H6ClNS.

Geometry as XYZ:
```
14
C5H6ClNS ωB97M-V/def2-TZVPD
C 2.63582 2.04474 -2.08317
C 1.46312 1.86412 -1.94725
C -1.63412 -0.13309 0.10500
C 0.31487 -1.39722 1.07475
C -0.98838 -0.58036 1.35063
N -1.08388 0.47493 -0.84248
S -0.98090 1.35086 -2.14581
Cl -3.44183 -0.29408 -0.01896
H 3.77200 2.09933 -2.18820
H 1.21696 -0.70780 0.90933
H 0.49726 -2.06702 1.88053
H 0.39449 -1.71255 0.01250
H -0.65631 0.30334 2.01840
H -1.50910 -1.24520 1.87474
```

As for the HOMO-LUMO gap: 7.75 eV. The calculation puts the HOMO energy at -9.491 eV.

---

Q | DFT (ωB97M-V/def2-TZVPD) results for C5H6ClNS in the gas phase.

Geometry as XYZ:
```
14
C5H6ClNS ωB97M-V/def2-TZVPD
S 3.65378 -0.64771 -0.26279
C 2.20723 -1.21466 0.22336
N 1.01746 -0.55873 0.24542
C 0.83603 0.78858 -0.07205
C -0.35008 1.40591 -0.09995
C -1.66114 0.78228 0.13202
C -2.03562 -0.37223 -0.39796
Cl -3.58945 -1.07842 -0.10902
H 2.08788 -2.22350 0.60146
H 0.21223 -1.06620 0.56658
H 1.78417 1.31175 -0.26644
H -0.34319 2.49544 -0.24978
H -2.36922 1.32988 0.78222
H -1.45008 -0.95239 -1.09308
```

As for the HOMO-LUMO gap: 8.58 eV. The SMILES is S=CN/C=C\C=C\Cl. The calculation puts the HOMO energy at -8.571 eV.

---

Name the least stable of them. P.